Record 1
ORCA calculation (ωB97M-V with the def2-TZVPD basis set) on one molecule with the formula C4H9FNOP.

```
17
Properties=species:S:1:pos:R:3:forces:R:3:lowdin_charge:R:1
C 0.19408 -2.52800 0.31719 -3.19 -1.75 4.26 -0.02
C 0.10574 -1.07518 0.82059 0.47 -1.64 -0.54 -0.60
O 0.92580 -0.63725 1.62216 -1.45 0.40 -1.00 0.02
N -0.89777 -0.41561 0.12564 1.36 0.95 2.85 -0.03
C -1.14120 0.97393 0.50298 4.46 -0.09 -2.94 -0.07
C -0.05911 1.94826 -0.58265 -2.68 -1.15 2.13 -0.53
F -0.87445 2.50058 -1.54771 0.24 0.32 -0.03 -0.10
P 1.26873 0.85918 -1.28408 1.91 0.84 0.26 0.84
H 0.68628 -3.20621 1.16190 -0.95 1.48 -2.12 0.13
H -0.91850 -2.95132 0.09691 2.59 0.82 0.58 0.12
H 0.68571 -2.52348 -0.57483 1.68 -0.24 -2.37 0.02
H -1.57880 -1.03394 -0.24679 -0.67 0.10 -0.34 0.11
H -2.14618 1.18595 0.40970 -1.93 1.00 -0.44 0.08
H -0.70922 1.24775 1.45375 -0.21 -0.53 0.46 0.09
H 0.27933 2.65558 0.18330 0.07 0.52 -0.91 0.08
H 2.13406 1.31403 -0.17348 -0.42 -0.75 -0.99 -0.06
H 2.04549 1.68573 -2.28458 -1.27 -0.30 1.15 -0.08
```
Forces are in eV/Å.

Computed properties:
* SMILES: CC(=O)NC[C@H](F)P
* highest occupied orbital energy: -9.52 eV
* Kohn-Sham gap: 10.3 eV
* LUMO level: 0.80 eV
* relative energy (zero: lowest compared OMol25 entry of this formula, charge and spin): 0.851 eV
* net charge: 0
* E_tot: -19835.634 eV

Record 2
ORCA calculation (ωB97M-V with the def2-TZVPD basis set) on one molecule with the formula C4H9FO.

```
15
Properties=species:S:1:pos:R:3:forces:R:3:lowdin_charge:R:1
C -1.42703 1.25512 0.23272 0.28 -0.51 1.21 -0.03
C -0.02135 0.86016 0.77063 -1.33 -1.66 0.59 -0.42
F 0.57443 1.97793 1.21101 1.23 1.96 0.32 0.00
C 0.90643 0.05788 -0.12541 0.13 0.90 0.67 -0.15
C 0.36686 -1.28751 -0.38780 -1.10 -0.67 -1.33 -0.29
O 1.19011 -1.82255 -1.40986 0.42 -0.18 -0.08 -0.06
H -1.88254 1.99667 0.90240 0.15 -0.52 0.34 0.08
H -1.46893 1.77546 -0.69128 0.60 0.14 -1.24 0.06
H -2.06970 0.37499 0.17165 -0.03 0.12 0.02 0.07
H -0.13256 0.23705 1.70793 -0.39 0.37 -0.83 0.15
H 1.08240 0.51471 -1.07547 -0.25 0.59 -0.78 0.12
H 1.92245 -0.01988 0.28095 -0.31 0.00 0.46 0.13
H -0.64156 -1.24393 -0.83949 0.08 0.26 0.43 0.12
H 0.26824 -1.93533 0.47969 0.36 -0.05 0.27 0.13
H 1.33274 -2.74076 -1.22767 0.16 -0.75 -0.05 0.07
```
Forces are in eV/Å.

Computed properties:
* SMILES: C[C@H](F)CCO
* highest occupied orbital energy: -10.43 eV
* Kohn-Sham gap: 11.3 eV
* LUMO level: 0.86 eV
* relative energy (zero: lowest compared OMol25 entry of this formula, charge and spin): 0.288 eV
* net charge: 0
* E_tot: -9058.370 eV

Record 3
ORCA calculation (ωB97M-V with the def2-TZVPD basis set) on a 2-piece molecular cluster, C4H9FO2S overall.

```
17
Properties=species:S:1:pos:R:3:forces:R:3:lowdin_charge:R:1
C -0.09995 -0.90179 -1.25227 -0.89 0.73 -1.01 -0.05
C 0.18476 1.41277 0.00093 -0.39 1.17 0.47 -0.06
C 0.09785 -0.75339 1.30536 -0.08 2.11 -1.11 -0.05
C -0.10805 -0.02921 -0.00887 -1.55 -0.94 -0.10 -0.31
O -3.20910 0.73916 -1.15659 0.44 -0.48 1.73 -0.41
O -3.48840 0.71023 1.29864 -0.98 -0.24 1.38 -0.36
F -3.02860 -1.49724 -0.14662 -0.25 1.15 0.89 -0.37
S -2.80028 0.22203 0.16316 2.29 -0.66 -4.20 0.72
H -1.13534 -1.40108 -1.52448 2.17 0.86 0.94 0.13
H 0.15766 -0.23226 -2.09038 -0.34 -0.31 0.08 0.08
H 0.74067 -1.62715 -1.21791 -0.74 0.06 0.37 0.10
H 1.01937 1.65633 -0.63324 0.70 -0.26 -0.47 0.09
H 0.51246 1.54922 1.04367 -0.36 0.99 -0.45 0.09
H -0.57738 2.18709 -0.36493 0.60 -1.49 0.74 0.13
H -0.51884 -0.27211 2.05350 0.67 0.40 0.59 0.10
H -0.40246 -1.60953 1.09583 -1.02 -3.33 -0.03 0.04
H 1.16040 -0.93056 1.51083 -0.26 0.24 0.18 0.12
```
Forces are in eV/Å.

Computed properties:
* highest occupied orbital energy (alpha / beta): -9.27 / -9.27 eV
* Kohn-Sham gap (alpha / beta): 7.6 / 7.6 eV
* LUMO level (alpha / beta): -1.71 / -1.71 eV
* relative energy (zero: lowest compared OMol25 entry of this formula, charge and spin): 2.046 eV
* net charge: 0
* E_tot: -21938.761 eV

Record 4
ORCA calculation (ωB97M-V with the def2-TZVPD basis set) on a 2-piece molecular cluster, C4H9IN2O overall.

```
17
Properties=species:S:1:pos:R:3:forces:R:3:lowdin_charge:R:1
C -1.02898 -1.11586 0.06171 -0.28 -1.26 0.89 -0.70
C -0.87767 2.19253 0.46043 -6.52 -2.12 -1.15 -0.07
C -0.16600 -0.08319 -0.56081 -0.39 -0.63 -0.60 -0.27
C -0.90411 1.24865 -0.73001 3.86 0.34 -1.24 -0.24
N 2.41527 -1.81487 0.60229 -0.28 -0.72 0.19 -0.15
N 2.30851 -0.68209 1.04045 0.75 -0.98 -0.17 -0.03
O -1.78870 -1.22504 0.95309 0.38 1.04 -0.72 0.06
I -0.49517 -3.10326 -0.88561 -0.25 -0.71 -0.34 0.74
H -0.13582 2.77727 0.77476 3.69 1.90 0.34 0.02
H -1.21120 1.60245 1.31651 -0.12 0.24 0.26 0.08
H -1.75810 2.86054 0.17877 1.05 -0.32 0.93 0.10
H 0.67120 -0.06247 0.13344 0.42 0.29 0.38 0.05
H 0.25104 -0.57673 -1.47609 -0.57 1.02 0.54 0.07
H -1.82183 0.99442 -1.18439 -1.56 0.35 0.11 0.10
H -0.33353 1.74005 -1.54974 -0.39 -0.15 0.25 0.12
H 3.33018 -2.43985 0.75177 -1.85 1.15 -0.44 0.14
H 1.54492 -2.31254 0.11343 2.05 0.57 0.76 -0.05
```
Forces are in eV/Å.

Computed properties:
* highest occupied orbital energy: -8.16 eV
* Kohn-Sham gap: 8.6 eV
* LUMO level: 0.39 eV
* relative energy (zero: lowest compared OMol25 entry of this formula, charge and spin): 1.699 eV
* net charge: 0
* E_tot: -17418.702 eV

Record 5
ORCA calculation (ωB97M-V with the def2-TZVPD basis set) on an isolated ion of composition C4H9IN3O2 and charge +1.

```
19
Properties=species:S:1:pos:R:3:forces:R:3:lowdin_charge:R:1
C -0.67657 -1.67151 -1.86639 -0.59 -2.76 -0.31 -0.05
N 0.14482 -0.73744 -0.98086 -2.86 0.01 -3.32 0.00
C -0.55052 0.08975 -0.02003 2.58 3.13 2.45 -0.67
I -2.65253 0.27442 -0.22442 0.51 0.04 0.42 1.09
C 0.18715 1.65131 -0.29585 -2.02 -2.12 -1.54 -0.43
O 0.28154 1.95960 -1.46328 0.83 0.29 1.05 0.09
N 0.49538 2.16544 0.88955 -0.55 -0.21 0.25 0.10
N 0.25920 1.30810 1.97093 -1.41 -1.82 1.28 0.03
C 0.11654 -0.07263 1.41245 -0.46 0.33 0.47 -0.39
O 1.36899 -0.63780 1.29652 3.61 -0.47 0.63 -0.05
H -1.61947 -2.08564 -1.33297 1.69 1.18 -0.78 0.07
H -0.93587 -1.20295 -2.84050 0.15 -0.17 0.94 0.11
H -0.06338 -2.64819 -2.06836 -0.77 2.09 0.29 0.14
H 0.57328 -0.03807 -1.58723 0.33 0.16 -0.75 0.15
H 0.84112 -1.32191 -0.65613 2.14 -1.06 1.95 0.12
H 1.16743 2.88602 1.09082 0.10 0.28 -0.48 0.18
H -0.55615 1.56642 2.58461 0.89 0.02 -1.28 0.16
H -0.38822 -0.85054 1.94621 -1.44 0.73 1.33 0.14
H 2.00726 -0.63438 2.14494 -2.73 0.36 -2.61 0.21
```
Forces are in eV/Å.

Computed properties:
* SMILES: C[NH2+][C@]1(I)C(=O)NN[C@@H]1O
* highest occupied orbital energy: -13.52 eV
* Kohn-Sham gap: 9.9 eV
* LUMO level: -3.67 eV
* relative energy (zero: lowest compared OMol25 entry of this formula, charge and spin): 0.915 eV
* net charge: +1
* E_tot: -20950.816 eV

Record 6
ORCA calculation (ωB97M-V with the def2-TZVPD basis set) on a 2-piece molecular cluster, C4H9IN3O4 overall.

```
21
Properties=species:S:1:pos:R:3:forces:R:3:lowdin_charge:R:1
N -0.02949 0.09313 0.98958 0.81 -0.48 -0.62 0.00
C -0.51619 0.29545 -0.38053 -0.30 1.22 -0.28 -0.24
C -2.06470 0.58876 -0.48919 0.61 -0.21 -0.24 -0.44
N -2.33483 1.80500 0.31935 0.70 -0.36 -0.37 -0.50
I -4.12997 2.61622 -0.25312 0.09 -0.11 0.47 0.71
C -2.88929 -0.66702 -0.05740 -1.17 -1.62 0.92 -0.74
O -3.17788 -1.48020 -0.95869 0.56 0.50 -0.75 -0.08
O -3.21521 -0.86837 1.16282 1.08 1.66 -0.82 -0.12
H -0.40368 0.77009 1.64422 -0.04 -0.36 -0.14 0.05
H -0.14222 -0.86255 1.31174 -0.55 0.41 0.08 0.07
H -0.00903 1.22181 -0.76840 -0.40 -0.74 0.26 0.10
H -0.21475 -0.52238 -1.07791 -0.38 0.35 0.82 0.12
H -2.25097 0.85165 -1.56095 -0.04 -0.44 0.87 0.10
H -2.35477 1.48187 1.29147 -0.86 0.09 -0.21 0.02
C 3.37817 -1.34273 0.12433 -0.09 -0.27 0.06 0.03
N 3.40442 -0.01608 -0.54551 -0.16 0.01 -0.01 -0.45
O 2.93612 0.05125 -1.66323 0.15 0.13 0.11 0.06
O 3.89454 0.90555 0.07730 -0.02 -0.14 -0.17 0.05
H 2.91640 -2.06267 -0.54441 -0.01 0.14 -0.02 0.09
H 4.40694 -1.62182 0.34134 -0.04 0.11 0.07 0.09
H 2.79639 -1.23695 1.03721 0.06 0.11 -0.04 0.09
```
Forces are in eV/Å.

Computed properties:
* highest occupied orbital energy: -4.22 eV
* Kohn-Sham gap: 6.8 eV
* LUMO level: 2.54 eV
* net charge: -1
* E_tot: -25053.126 eV